No. 1
{
  "formula": "H19O13S",
  "method": "the ωB97M-V functional and the def2-TZVPD basis",
  "species": ["O", "H", "H", "H", "S", "O", "O", "O", "O", "O", "H", "H", "O", "H", "H", "O", "H", "H", "O", "H", "H", "O", "H", "H", "O", "H", "H", "O", "H", "H", "O", "H", "H"],
  "xyz": [[-0.19982, -0.33230, 0.47158], [0.36618, -1.05430, 0.82158], [-0.10582, 0.45370, 0.98858], [-0.01082, -0.02530, -0.39142], [0.41118, 0.77670, -3.32742], [-0.89082, 0.22370, -3.63042], [1.38518, -0.12530, -3.76642], [0.51718, 2.02770, -4.05442], [0.54718, 0.92670, -1.89042], [-2.91982, 0.62270, -1.95042], [-2.00882, 0.40070, -2.36142], [-3.50082, 0.05470, -2.31442], [-0.22282, 2.59470, -0.00442], [-1.21082, 2.32270, 0.05258], [-0.03282, 2.16470, -0.84042], [0.91618, -2.62330, -1.13642], [0.64118, -3.61630, -1.26642], [1.65418, -2.28730, -1.68042], [2.75118, 1.11170, -0.38842], [2.75518, 1.97970, -0.17642], [1.92118, 1.06470, -0.89342], [1.94018, -1.83530, 1.46458], [2.40218, -1.04430, 1.58758], [2.70318, -2.41530, 1.18858], [-0.32382, 1.14370, 2.85158], [-0.70582, 1.93370, 3.09558], [-0.04082, 0.73670, 3.70658], [0.27018, -3.01630, 4.27358], [-0.15482, -3.86230, 4.08958], [0.27818, -2.66230, 3.32558], [-2.77582, 1.79070, 0.74858], [-3.33882, 1.39070, 0.08458], [-3.01682, 1.17970, 1.32258]],
  "forces_ev_per_a": [[-1.25, -1.93, 2.20], [0.63, -0.19, -0.71], [0.01, 1.93, 1.62], [1.06, 0.63, -4.32], [-1.35, 1.77, -4.43], [-3.22, -1.26, 0.88], [4.10, -3.53, -0.96], [0.39, 1.59, 0.64], [-0.20, 0.55, 5.21], [3.54, 2.65, 2.44], [-0.86, 0.40, -0.50], [-2.84, -2.96, -2.11], [-2.73, -0.64, 1.18], [2.09, 1.00, 0.27], [0.81, -0.20, -1.24], [-0.93, -2.34, 0.48], [1.47, 3.26, -0.31], [-0.70, -0.73, -0.32], [0.10, -4.16, -0.25], [0.35, 4.42, 1.26], [-0.24, -0.44, -0.97], [0.40, -2.59, -0.22], [0.99, 2.55, 0.33], [-1.66, 0.47, 0.08], [1.70, -3.51, 0.56], [-1.33, 2.95, 0.46], [-0.31, 0.40, -1.11], [-0.27, 0.48, -2.43], [-0.01, -0.16, 0.46], [0.38, -0.31, 1.92], [0.53, 3.50, -3.52], [0.19, 0.59, -2.20], [-0.82, -4.18, 5.60]],
  "mulliken_charge": [-0.06, 0.37, 0.39, 0.39, 1.14, -0.92, -0.76, -0.77, -0.77, -0.62, 0.42, 0.22, -0.74, 0.37, 0.41, -0.59, 0.26, 0.32, -0.65, 0.28, 0.46, -0.65, 0.28, 0.30, -0.58, 0.26, 0.26, -0.65, 0.31, 0.33, -0.55, 0.28, 0.24],
  "lumo_energy_ev": 1.76,
  "total_charge": -1,
  "energy_ev": -37760.8831,
  "fmax_ha_per_bohr": 0.1368,
  "e_above_lowest_kcal_mol": 0.0,
  "homo_lumo_gap_ev": 5.272
}

---

No. 2
{
  "formula": "C4H9NO2",
  "method": "the ωB97M-V functional and the def2-TZVPD basis",
  "species": ["C", "C", "C", "O", "N", "C", "O", "H", "H", "H", "H", "H", "H", "H", "H", "H"],
  "xyz": [[-0.80110, -0.77305, 1.46720], [-0.26370, 0.15303, 0.51485], [1.30140, 0.06225, 0.38610], [1.99738, 1.09423, -0.01318], [-0.94443, 0.15597, -0.78361], [-0.67694, 0.99101, -1.79669], [0.27393, 1.77068, -1.85633], [-1.38727, -1.63590, 1.16592], [-0.73346, -0.55515, 2.52622], [0.50048, -2.17232, 0.47823], [-0.30877, 1.16513, 0.95496], [1.79811, -0.48201, 1.19366], [0.98561, -1.88429, -0.06189], [1.47077, 1.53910, -0.73959], [-1.80905, -0.36434, -0.81373], [-1.40298, 0.93566, -2.62210]],
  "forces_ev_per_a": [[-0.48, -0.46, 0.47], [1.10, 0.87, -0.35], [-0.43, -0.69, 0.51], [0.08, 0.72, -0.40], [-0.16, -0.09, 0.09], [0.13, 0.14, -0.04], [-0.30, -0.26, 0.10], [0.07, 0.17, 0.02], [0.04, 0.00, -0.20], [0.33, -0.02, -0.36], [-0.21, -0.05, -0.08], [-0.19, 0.02, -0.16], [-0.29, -0.32, 0.25], [0.17, -0.04, 0.16], [0.07, 0.05, -0.10], [0.05, -0.04, 0.09]],
  "mulliken_charge": [-0.99, 0.15, -0.51, -0.51, -0.03, 0.09, -0.68, 0.39, 0.26, 0.04, 0.17, 0.42, 0.05, 0.52, 0.25, 0.36],
  "lumo_energy_ev": [0.06, 0.75],
  "energy_ev": -9874.6946,
  "fmax_ha_per_bohr": 0.0282,
  "e_above_lowest_kcal_mol": 123.7,
  "homo_lumo_gap_ev": [7.206, 8.831]
}

---

No. 3
{
  "formula": "C3H10N2O2S",
  "method": "the ωB97M-V functional and the def2-TZVPD basis",
  "species": ["N", "C", "C", "S", "C", "N", "O", "H", "H", "H", "H", "H", "H", "H", "H", "H", "H", "O"],
  "xyz": [[2.04786, 0.07486, -0.52468], [0.94638, 0.13389, 0.41350], [-0.17592, 1.26542, 0.21338], [0.58296, 2.84071, 0.12613], [0.15102, -1.17961, 0.42653], [0.93068, -2.26962, 0.58842], [-1.04756, -1.17216, 0.30723], [1.73949, -0.33095, -1.40564], [2.40064, 0.99880, -0.72641], [1.38264, 0.33844, 1.39242], [-0.70405, 1.28180, 1.17141], [-0.85621, 0.89594, -0.56422], [-0.31046, 3.53573, 0.85852], [1.91907, -2.23160, 0.44041], [0.52589, -3.06573, 1.05469], [-2.65509, -0.98011, -1.04075], [-3.46329, 0.24784, -1.72471], [-3.41404, -0.38366, -1.00624]],
  "forces_ev_per_a": [[-1.41, 0.10, -0.19], [0.76, 0.65, -0.58], [0.45, -0.34, 1.55], [-0.13, -0.08, -0.67], [0.75, -0.30, -0.05], [-0.56, 0.11, 0.27], [-0.29, -0.16, 0.25], [0.21, 0.00, -0.02], [0.63, -0.01, 0.07], [-0.16, -0.16, 0.14], [-0.51, -0.10, -0.41], [0.03, 0.33, -0.25], [0.04, -0.04, 0.07], [0.34, 0.13, 0.29], [-0.03, -0.27, -0.40], [-0.19, 0.43, -0.43], [0.35, -0.37, -0.35], [-0.29, 0.07, 0.71]],
  "mulliken_spin": [0.08, 0.04, 0.02, 0.71, 0.01, 0.02, 0.04, 0.00, 0.01, 0.00, 0.00, 0.07, -0.01, 0.00, 0.00, 0.00, 0.00, 0.00],
  "lumo_energy_ev": [-3.77, -9.10],
  "total_charge": 1,
  "energy_ev": -21174.6104,
  "fmax_ha_per_bohr": 0.0320,
  "e_above_lowest_kcal_mol": 30.9,
  "spin_multiplicity": 2,
  "homo_lumo_gap_ev": [10.172, 4.826]
}

---

No. 4
{
  "formula": "C5H12O2",
  "method": "the ωB97M-V functional and the def2-TZVPD basis",
  "species": ["C", "C", "C", "C", "C", "H", "H", "H", "H", "H", "H", "H", "H", "H", "H", "O", "H", "H", "O"],
  "xyz": [[-3.36897, 0.07906, -0.61543], [-4.37070, 0.92916, -0.79948], [-3.02447, -0.57894, 0.67052], [-1.82138, -1.58188, 0.56201], [-1.16286, -2.01239, -0.61108], [-2.80520, -0.21037, -1.49361], [-4.68641, 1.15844, -1.81073], [-4.88059, 1.38526, 0.04515], [-3.86248, -1.14074, 1.10860], [-2.69937, 0.11247, 1.44223], [-1.96911, -2.42377, 1.24263], [-1.07469, -3.07034, -0.88376], [-0.59711, -1.38014, -1.29693], [5.37091, 3.52593, -1.61091], [4.89162, 2.92065, -0.27221], [5.50573, 2.79885, -0.99899], [7.18598, -0.64131, 1.25798], [6.80733, 0.10692, 2.49730], [6.56176, 0.02315, 1.56672]],
  "forces_ev_per_a": [[-0.50, 0.13, -0.04], [0.06, 0.14, 0.04], [1.99, -0.74, 0.45], [-0.23, -0.51, -0.20], [0.04, 0.10, -0.48], [0.03, -0.48, 0.04], [0.05, 0.49, 0.03], [-0.35, -0.21, -0.14], [-0.29, 0.18, -0.29], [-0.45, 0.64, 0.06], [-0.26, 0.06, 0.14], [0.18, -0.02, 0.38], [-0.30, 0.23, 0.01], [-0.18, 0.06, 0.09], [-0.13, 0.05, -0.01], [0.33, -0.12, -0.11], [-0.10, -0.02, -0.27], [-0.23, 0.13, -0.10], [0.33, -0.10, 0.39]],
  "mulliken_spin": [0.39, -0.04, -0.13, 0.48, 0.55, -0.05, -0.01, -0.01, -0.02, -0.09, 0.03, -0.10, 0.01, 0.00, 0.00, 0.00, 0.00, 0.00, 0.00],
  "lumo_energy_ev": [2.58, 2.58],
  "total_charge": -1,
  "energy_ev": -9470.5924,
  "fmax_ha_per_bohr": 0.0422,
  "e_above_lowest_kcal_mol": 68.5,
  "spin_multiplicity": 2,
  "homo_lumo_gap_ev": [1.897, 4.781]
}

---

No. 5
{
  "formula": "C17H27N3O3S",
  "method": "the ωB97M-V functional and the def2-TZVPD basis",
  "species": ["C", "C", "C", "O", "C", "C", "C", "H", "H", "C", "C", "O", "N", "N", "C", "N", "C", "C", "C", "C", "C", "C", "H", "H", "H", "H", "H", "H", "S", "H", "H", "C", "C", "H", "H", "H", "H", "H", "H", "O", "H", "H", "H", "H", "H", "H", "H", "H", "H", "H", "H"],
  "xyz": [[2.63347, 4.08725, 1.13942], [3.54056, 2.99550, 0.58938], [2.84753, 2.20595, -0.51367], [3.72832, 1.18372, -0.95327], [3.25193, 0.41218, -2.01995], [2.15055, -0.60478, -1.64523], [2.50363, -1.32513, -0.34361], [3.52574, -1.69678, -0.42429], [2.48044, -0.59846, 0.46901], [1.55977, -2.49676, -0.04765], [0.11183, -2.04810, -0.09628], [-0.72699, -2.51113, -0.84552], [-0.22839, -1.12999, 0.84879], [-1.48346, -0.53869, 0.72313], [-1.60583, 0.78374, 0.96597], [-2.77221, 1.40981, 0.66788], [-3.96638, 0.90607, 0.14752], [-4.41980, -0.38542, 0.40742], [-5.61992, -0.81505, -0.13041], [-6.38492, 0.02862, -0.91682], [-5.95173, 1.32372, -1.15085], [-4.75418, 1.76243, -0.62202], [-4.41687, 2.77301, -0.80326], [-6.54867, 1.99551, -1.74923], [-7.31832, -0.31539, -1.33466], [-5.96089, -1.81810, 0.07671], [-3.86135, -1.03943, 1.05746], [-2.72853, 2.41372, 0.78799], [-0.38149, 1.65027, 1.67823], [-2.00483, -0.98548, -0.03285], [0.44901, -0.48070, 1.24888], [1.88924, -3.13887, 1.30585], [1.03365, -4.37085, 1.57432], [1.29373, -4.81143, 2.53378], [1.18637, -5.11816, 0.79916], [-0.02125, -4.10864, 1.58902], [1.73892, -2.40928, 2.10343], [2.94429, -3.42162, 1.30671], [1.67116, -3.24963, -0.83537], [0.88574, 0.01090, -1.48155], [0.63434, 0.43814, -2.30722], [2.08723, -1.34117, -2.46352], [2.87824, 1.06232, -2.82988], [4.12112, -0.13879, -2.38940], [1.91181, 1.78124, -0.13123], [2.60210, 2.86786, -1.35996], [3.81577, 2.30328, 1.38611], [4.46006, 3.42699, 0.19025], [1.71964, 3.65216, 1.53696], [3.13403, 4.62931, 1.93743], [2.36581, 4.79414, 0.35688]],
  "forces_ev_per_a": [[0.15, -0.18, -0.04], [-0.17, -0.11, -0.30], [0.00, 0.19, 0.32], [0.08, 0.03, 0.10], [-0.26, -0.29, -0.03], [0.76, 0.12, -0.12], [-0.40, 0.03, -0.46], [0.04, 0.00, 0.08], [0.10, 0.06, 0.08], [0.24, 0.19, 0.09], [-0.09, -0.18, 0.15], [-0.19, -0.15, -0.21], [0.04, 0.18, 0.52], [-0.26, -0.06, -0.57], [0.24, -0.13, 0.18], [0.06, 0.16, 0.00], [-0.44, -0.27, -0.24], [0.09, 0.09, 0.07], [-0.07, 0.02, -0.09], [-0.08, -0.06, -0.01], [-0.02, 0.00, 0.04], [0.12, -0.06, 0.04], [0.06, 0.09, -0.04], [-0.04, 0.06, -0.05], [-0.08, -0.03, -0.04], [-0.02, -0.09, 0.02], [0.05, -0.05, 0.04], [0.13, -0.24, 0.07], [0.39, 0.39, 0.29], [0.07, 0.05, 0.15], [-0.14, -0.08, -0.13], [-0.16, -0.21, -0.16], [0.16, 0.16, 0.07], [-0.04, -0.08, 0.07], [-0.02, -0.11, -0.07], [-0.15, -0.04, 0.03], [0.09, 0.06, 0.02], [0.04, 0.09, 0.01], [-0.13, 0.07, 0.05], [-0.19, 0.26, -0.03], [0.01, -0.05, 0.02], [0.08, 0.03, 0.08], [0.05, -0.07, 0.02], [-0.09, -0.01, -0.08], [0.07, 0.06, -0.09], [-0.01, -0.05, 0.03], [0.06, -0.05, 0.02], [0.07, -0.03, 0.03], [-0.12, 0.05, 0.05], [-0.01, 0.11, 0.07], [-0.07, 0.12, -0.04]],
  "mulliken_charge": [-1.02, -0.45, 0.15, -0.35, -0.95, 0.10, -1.16, 0.54, 0.13, 0.51, -0.12, -0.74, -0.14, -0.17, 0.27, -0.08, 0.44, -0.14, -0.71, -0.47, -0.55, -0.52, 0.34, 0.37, 0.39, 0.37, 0.55, 0.24, -0.56, 0.46, 0.24, -0.56, -1.27, 0.41, 0.32, 0.30, 0.32, 0.44, 0.37, -0.40, 0.28, 0.43, 0.39, 0.45, -0.15, 0.32, 0.25, 0.30, 0.16, 0.38, 0.30],
  "lumo_energy_ev": 0.60,
  "smiles": "CCCOC[C@H](O)C[C@@H](CC)C(=O)NNC(=S)Nc1ccccc1",
  "energy_ev": -39515.2261,
  "fmax_ha_per_bohr": 0.0152,
  "e_above_lowest_kcal_mol": 43.5,
  "homo_lumo_gap_ev": 8.980
}